Entry 1:
HO5S2 | the ωB97M-V functional and the def2-TZVPD basis

ORCA input file:
```
! wB97M-V def2-TZVPD RIJCOSX def2/J DEFGRID3
* xyz -1 1
H 2.2806 -0.4837 0.0373
S -0.7632 0.7964 -0.5102
O -0.6001 -2.2443 -0.1512
O -1.3357 1.8540 0.2804
O -2.1351 -0.3194 -0.8436
S -1.3222 -1.0866 0.3763
O 2.0553 0.1280 0.7519
O 1.8204 1.3555 0.0590
*
```

The calculation puts the highest occupied orbital energy at -2.77 eV. The calculation puts the HOMO-LUMO gap at 5.974 eV. Its calculated total energy is -31920.0810 eV. As for the lowest unoccupied orbital energy: 0.1179 hartree. The value obtained for the energy above the lowest of the compared OMol25 structures with the same formula, charge and spin is 551.2 kJ/mol.

Entry 2:
HOS3 | the ωB97M-V functional and the def2-TZVPD basis

ORCA input file:
```
! wB97M-V def2-TZVPD RIJCOSX def2/J DEFGRID3
* xyz -1 1
O 0.0719 -0.0116 -1.5418
S 0.0576 0.0115 -0.0905
H -1.3552 0.3202 0.1690
S 0.9662 1.5362 0.7702
S 0.2594 -1.8563 0.6932
*
```

The calculation puts the highest occupied orbital energy at -4.06 eV. The calculation puts the HOMO-LUMO gap at 7.775 eV. Its calculated total energy is -34570.2621 eV. As for the lowest unoccupied orbital energy: 0.1365 hartree. The SMILES is O=[S@H](=S)[S-]. The value obtained for the energy above the lowest of the compared OMol25 structures with the same formula, charge and spin is 18.0 kJ/mol.

Entry 3:
I2O4P | the ωB97M-V functional and the def2-TZVPD basis

ORCA input file:
```
! wB97M-V def2-TZVPD RIJCOSX def2/J DEFGRID3
* xyz -1 1
I -1.7481 -0.4231 0.9800
O 1.2436 -0.1588 -1.0647
O 1.2164 -1.8965 0.7684
P 1.3238 -0.4859 0.3605
O 1.7084 0.5348 1.3312
I -1.2809 1.5909 -1.9326
O -2.4632 0.8386 -0.4428
*
```

The calculation puts the highest occupied orbital energy at -5.13 eV. The calculation puts the HOMO-LUMO gap at 6.364 eV. Its calculated total energy is -33682.0789 eV. As for the lowest unoccupied orbital energy: 0.0452 hartree. The value obtained for the energy above the lowest of the compared OMol25 structures with the same formula, charge and spin is 104.2 kJ/mol.

Entry 4:
I2S | the ωB97M-V functional and the def2-TZVPD basis

ORCA input file:
```
! wB97M-V def2-TZVPD RIJCOSX def2/J DEFGRID3
* xyz 0 1
I 0.0768 -1.8227 0.3743
S -0.1379 0.2151 1.4515
I 0.0612 1.6075 -1.8258
*
```

The calculation puts the highest occupied orbital energy (alpha / beta) at -8.91 / -8.91 eV. The calculation puts the HOMO-LUMO gap (alpha / beta) at 4.798 / 4.798 eV. Its calculated total energy is -27034.1813 eV. As for the lowest unoccupied orbital energy (alpha / beta): -0.1512 / -0.1512 hartree. The value obtained for the energy above the lowest of the compared OMol25 structures with the same formula, charge and spin is 223.5 kJ/mol.

Entry 5:
I3OP | the ωB97M-V functional and the def2-TZVPD basis

ORCA input file:
```
! wB97M-V def2-TZVPD RIJCOSX def2/J DEFGRID3
* xyz 0 1
O -0.1711 -2.9097 -0.1706
I 5.5562 1.2672 0.6228
I 6.1033 -0.8892 -1.0054
P -0.6508 -1.5639 -0.3406
I 1.2125 -0.1157 0.4316
*
```

The calculation puts the highest occupied orbital energy at -9.53 eV. The calculation puts the HOMO-LUMO gap at 7.413 eV. Its calculated total energy is -35638.9936 eV. As for the lowest unoccupied orbital energy: -0.0776 hartree. The SMILES is O=PI.II. The value obtained for the energy above the lowest of the compared OMol25 structures with the same formula, charge and spin is 100.5 kJ/mol.

Entry 6:
I4InO2V | the ωB97M-V functional and the def2-TZVPD basis

ORCA input file:
```
! wB97M-V def2-TZVPD RIJCOSX def2/J DEFGRID3
* xyz 0 1
I 0.0409 -12.3030 -2.3980
O 0.4422 -11.0358 0.7208
In -1.6203 -13.3791 -4.7208
V 1.5133 -11.5681 -0.1972
I -1.6106 -15.8634 -4.2341
I 0.0347 -8.2222 -4.6145
I 2.5234 -13.3551 1.5336
O 2.4045 -10.4182 -0.5848
*
```

The calculation puts the highest occupied orbital energy at -8.64 eV. The calculation puts the HOMO-LUMO gap at 2.438 eV. Its calculated total energy is -67357.1595 eV. As for the lowest unoccupied orbital energy: -0.2278 hartree.